DFT (the ωB97M-V functional and the def2-TZVPD basis) results for a 3-piece molecular cluster, C3H5NO2 overall at a distorted geometry.

Results
**Orbital gap**: 10.943 eV
**Spin multiplicity**: 1
**Largest force on an atom**: 1.1 eV/A
**ΔE to the lowest compared entry with this formula, charge and spin**: 70.7 kcal per mole
**DFT total energy**: -322.4617 hartree
**Structure (SMILES)**: C#N.C=O.C=O
**LUMO energy**: 0.60 eV

Atoms and positions in Å:
C -0.89080 -0.85889 -1.85504
N 0.10377 -1.40261 -2.07384
H -1.79095 -0.33868 -1.59071
C -0.99769 0.07667 1.39717
O -1.67612 0.57689 0.52963
H -0.60383 -0.95388 1.31534
H -0.72279 0.62765 2.31272
C 1.65162 0.57059 -0.01880
O 1.81906 0.41864 1.16787
H 1.98866 -0.17145 -0.76195
H 1.11907 1.45509 -0.42238

Atoms 1-2, force components in eV/Å:
C 0.89 -0.49 -0.20
N -1.00 0.54 0.18

Results of the natural (NBO) charge analysis, in e, for atoms 1 through 5: 0.08, -0.35, 0.26, 0.29, -0.55